(1)
ORCA calculation (ωB97M-V with the def2-TZVPD basis set) on 12 unconnected molecules or ions with the total composition C38H107F6N9O11P at a distorted geometry.

XYZ file:
```
172
Properties=species:S:1:pos:R:3:forces:R:3
P -0.1822 1.2355 0.6589 0.56 -0.14 0.19
F -0.8398 1.8090 2.0203 -0.29 0.07 -0.19
F 0.4902 0.5721 -0.6740 0.08 0.69 -0.10
F 0.4048 2.7045 0.2625 -0.22 -0.51 0.08
F -1.5446 1.5841 -0.1323 0.24 0.07 -0.17
F -0.7320 -0.2746 0.9597 -0.16 0.44 0.56
F 1.1652 0.9549 1.5258 0.07 -0.34 -0.35
O -1.3649 -4.0983 1.6076 -0.41 -0.07 0.76
O 1.5579 4.3571 4.6970 0.27 -0.18 0.28
O -0.5645 -1.7838 7.2747 0.30 -0.10 0.21
O -2.4468 -1.4683 -2.9909 0.50 0.01 -0.04
O -5.7710 0.3879 1.6378 0.40 0.29 0.59
O 4.5139 1.1992 -1.4361 0.58 -0.35 -0.07
O 2.4238 -2.0767 4.1406 -0.15 -0.26 0.16
O 2.3678 5.1569 -2.7276 0.75 0.24 -0.32
O 0.3681 2.7517 -5.4824 0.94 0.69 -0.35
O 2.3794 -3.2633 -0.7682 0.25 -0.39 -0.51
O -4.6964 2.1778 -2.9546 0.12 0.31 -0.43
N 7.9889 1.9942 -2.4234 -0.42 1.05 -0.03
N -3.4191 -5.9958 1.6659 0.05 -0.01 -0.20
N 0.7038 -5.5343 0.3108 0.32 0.09 -0.79
N 2.8673 -4.8619 4.5412 0.37 0.09 -0.34
N -3.9086 0.1780 -1.0204 0.60 -0.63 -0.40
N 1.7582 5.4033 -5.6286 -0.05 -0.45 -0.13
N -1.5351 -0.3141 3.9847 0.27 -0.18 0.80
N -4.3072 3.2992 -0.3176 0.14 0.69 -0.92
N 2.4742 0.4947 -3.4223 -0.43 -0.18 -0.71
C 6.5782 1.6124 -2.6683 0.94 -1.66 -0.17
C 3.8319 1.2703 -0.2018 -0.52 -0.58 0.22
C -0.1503 6.7640 -4.9689 0.54 0.41 -0.33
C -4.8200 -2.0235 -1.5466 -0.84 -0.43 -0.20
C -0.6854 -3.0539 7.8669 0.16 -0.56 -0.26
C 5.8905 1.5393 -1.3213 -1.20 1.85 0.10
C 2.2879 -4.6463 6.8587 -0.01 -0.19 0.56
C 0.7868 -5.0927 -1.0896 -1.05 0.52 -0.22
C 1.0623 -3.5886 -1.2020 0.49 -0.16 0.43
C -0.5143 -3.4201 2.5065 0.68 1.51 -0.22
C -0.5723 -5.3183 -1.7815 -0.31 -0.14 0.48
C -3.9570 4.0459 -1.5587 -0.03 -0.51 0.68
C -4.5087 0.0804 2.2446 -0.21 -0.93 0.08
C 2.1845 1.6315 -4.3006 0.18 0.59 0.38
C 0.6957 1.7043 -4.5937 -0.58 -0.58 -0.35
C -3.6489 3.1014 -2.7396 -0.42 0.21 1.39
C -2.2976 -1.6146 -1.5954 -0.36 -0.01 0.39
C -2.7121 -3.6491 1.6898 -0.50 0.23 -0.26
C -1.1885 -1.7371 6.0075 -0.39 0.28 -0.39
C -4.5960 1.5565 -4.2261 -0.48 0.29 0.47
C 2.7912 -0.7201 3.9583 -0.03 -0.57 -0.22
C 1.2407 3.1888 3.9426 -0.09 0.18 -0.39
C -1.2405 -1.6158 -3.6961 -0.06 -0.54 -0.69
C 1.0641 5.3774 -3.2006 -0.05 0.23 -0.98
C 1.1825 6.1738 -4.5237 0.57 -0.12 0.30
C -2.7786 4.9731 -1.2620 0.78 0.24 -1.03
C 2.4809 4.3516 -1.5891 -0.06 -0.19 0.66
C 3.0832 1.5340 -5.5317 -0.34 0.22 -0.08
C -3.6824 -4.6888 1.0683 0.74 1.08 0.74
C -5.1110 -4.2469 1.3532 -0.26 -0.32 -0.37
C 2.6055 -1.8799 -0.9085 -0.62 0.62 0.16
C -0.8950 -0.4113 5.3066 -0.29 0.13 0.67
C -0.9747 2.8607 -5.8182 -1.06 -0.52 0.06
C 2.1210 -4.0248 5.5032 1.15 -0.26 -1.65
C -3.6649 -1.2709 -0.9527 1.63 0.84 0.32
C 6.6240 0.2512 -3.3721 -0.34 0.49 -0.24
C -1.3724 0.7513 6.1935 0.87 -0.45 0.34
C 2.6180 -2.5748 5.4348 -0.39 -0.13 1.23
H -0.8845 5.9634 -5.0668 -0.28 0.21 0.13
H -3.0494 0.6068 -0.6657 -0.60 -0.06 0.05
H -5.8206 -4.9345 0.8885 0.08 -0.16 0.05
H 3.8363 -4.9312 4.8486 -0.10 -0.15 0.25
H 2.7915 1.0196 -0.3919 -0.02 0.15 -0.09
H 2.7055 5.1106 -5.4122 0.02 0.23 0.20
H -1.3449 -1.0952 -4.6500 -0.04 -0.01 -0.01
H 0.2942 2.7754 4.2928 -0.01 -0.15 -0.28
H -5.2896 0.7160 -4.2253 -0.13 0.10 -0.05
H -2.8122 -2.6746 1.2028 0.15 -0.13 0.00
H 2.2369 -1.2980 -0.0541 0.06 -0.27 0.29
H 8.3631 2.2735 -3.3287 0.21 -0.34 0.01
H 1.0982 -4.0308 5.1148 -0.18 0.03 0.45
H -0.0140 7.2394 -5.9425 0.05 -0.38 -0.19
H -0.3246 -1.2493 -3.2209 -0.28 0.25 0.43
H 0.1864 -0.3494 5.1381 0.10 0.09 0.56
H 3.5047 4.3113 -1.2063 0.18 0.37 -0.52
H 2.4430 2.5237 -3.7160 -0.03 0.45 -0.53
H 2.0071 -1.4912 -1.7367 0.38 -0.01 -0.31
H 7.0307 0.4382 -4.3693 -0.06 -0.31 -0.09
H -6.3769 -0.1731 2.1321 -0.26 0.17 -0.21
H -1.6886 -3.3105 8.2209 -0.23 0.35 -0.08
H -1.3857 1.8895 -6.1272 0.04 -0.04 0.02
H -4.3992 -1.0047 2.1379 0.57 0.01 0.09
H -1.1421 3.5452 -6.6504 0.51 0.10 0.00
H 4.1890 0.5191 0.5111 0.26 -0.03 -0.04
H 0.5736 4.4324 -3.4640 -0.16 -0.13 0.35
H 1.9203 6.9561 -4.3262 -0.23 0.28 0.06
H 4.1289 1.5326 -5.2195 0.02 -0.17 0.02
H -2.7670 2.5178 -2.4457 0.41 0.21 -0.41
H -2.4092 5.4985 -2.1545 -0.48 0.34 -0.04
H 0.4186 -2.9926 -0.5424 -0.65 -0.32 -0.15
H -0.8501 -2.5561 5.3633 0.07 -0.15 0.19
H 2.6102 -0.5436 2.8994 -0.02 0.39 0.12
H 6.1231 2.3078 -3.3799 -0.54 0.16 0.48
H -0.8930 -3.2735 3.5198 -0.39 -0.66 -0.03
H 3.8533 -0.5732 4.1817 0.00 0.07 0.08
H -4.9697 -1.8476 -2.6151 0.52 0.15 -0.04
H 2.0078 2.4190 4.0335 0.13 0.22 0.34
H 0.4621 5.9458 -2.4841 -0.04 -0.11 0.21
H 3.8587 2.2392 0.3062 0.24 0.23 -0.33
H -0.3286 -2.3925 2.1662 -0.19 0.03 -0.28
H 1.5218 -5.0957 0.7257 -0.16 -0.20 0.52
H -1.0775 -2.6797 -3.9143 0.12 0.01 -0.04
H -0.0056 -3.1658 8.7096 0.05 0.42 0.06
H -3.0098 -3.4817 2.7316 0.16 -0.18 0.21
H -2.2708 -1.8365 6.1544 -0.12 -0.03 -0.22
H -4.8285 4.6641 -1.7900 -0.03 -0.08 -0.26
H 5.8297 2.5779 -0.9567 0.62 0.03 0.32
H 7.2734 -0.4631 -2.8690 -0.05 0.07 0.20
H -1.4969 -0.9449 -1.2621 -0.30 0.27 0.19
H 2.9632 2.3663 -6.2283 -0.15 0.09 0.15
H 5.6137 -0.1513 -3.4636 0.09 -0.13 -0.11
H -1.6029 3.2180 -4.9925 0.15 -0.04 0.20
H 0.8662 -3.2866 -2.2369 0.40 0.25 -0.06
H -4.7455 -3.1087 -1.4303 0.09 0.04 0.10
H 1.8925 -5.6585 6.9645 -0.65 0.21 -0.35
H -3.4708 -1.4758 0.1065 -0.67 -0.19 -0.14
H -4.4522 0.2861 3.3177 -0.24 0.24 -0.01
H -3.6562 0.5719 1.7844 -0.33 0.18 -0.40
H 0.4951 -3.8262 2.5509 -0.26 -0.68 -0.11
H -3.8569 0.3799 -2.0153 -0.42 0.35 0.02
H 1.8367 -3.9845 7.5970 0.28 -0.23 0.33
H 2.1744 -0.0739 4.5876 0.09 0.16 -0.08
H -1.3593 -5.1715 -1.0365 -0.05 -0.11 0.01
H -0.4015 -3.8277 7.1464 -0.04 -0.09 -0.06
H 0.7231 4.7906 4.8829 0.04 0.12 0.01
H -1.9375 -2.5983 -1.2450 -0.30 -0.34 -0.61
H 7.9446 2.8987 -1.9478 0.22 -0.18 0.22
H 6.4106 0.9510 -0.5616 0.13 -0.34 -0.29
H -5.3636 -3.2679 0.9432 0.30 0.13 0.16
H -3.0450 5.6998 -0.4956 0.02 0.04 -0.03
H -5.3023 -4.2652 2.4285 0.02 0.14 0.03
H 2.8604 0.6181 -6.0812 0.10 -0.11 0.08
H -2.4061 -6.1012 1.6599 -0.07 -0.28 -0.07
H 1.8145 0.4900 -2.6500 0.20 0.06 0.17
H 1.2631 4.5162 -5.7408 -0.05 0.27 0.05
H -5.7688 -1.6869 -1.1222 0.15 -0.04 0.40
H 3.3998 0.6899 -3.0596 -0.14 -0.36 0.45
H 3.6649 -2.4938 5.7608 0.24 -0.23 -0.30
H -0.4787 7.6078 -4.3599 -0.26 -0.46 0.51
H -4.4570 4.0446 0.3577 -0.09 -0.30 0.30
H 0.1077 1.8299 -3.6746 0.17 -0.11 0.18
H -3.6074 1.1408 -4.4431 0.20 0.22 0.06
H -0.7921 0.7668 7.1197 0.23 0.07 -0.16
H -0.9309 -0.8250 3.3476 -0.28 0.10 -0.30
H 2.9720 -4.3497 3.6669 -0.39 -0.07 -0.04
H -1.8515 4.4733 -0.9643 -0.36 -0.50 0.44
H -2.3929 0.6373 6.5601 -0.25 0.06 -0.61
H -4.9032 2.3062 -4.9618 0.19 -0.27 -0.44
H -3.4390 2.8537 -0.0455 -0.04 -0.34 0.37
H -0.6846 -6.3262 -2.1794 0.05 -0.01 0.03
H -0.1402 -5.0861 0.6754 0.55 -0.22 0.15
H -0.8113 -4.5975 -2.5649 0.33 -0.08 -0.15
H 1.5335 -5.6877 -1.6174 0.31 0.29 0.03
H -3.4824 3.7644 -3.5956 0.20 -0.32 -0.30
H 1.8998 4.7776 -0.7642 -0.33 -0.36 -0.03
H -1.3727 0.6628 3.7640 -0.34 -0.07 -0.66
H -3.4845 -4.6812 -0.0057 -0.11 -0.40 -0.06
H 3.3395 -4.8593 7.0760 0.15 0.72 0.05
H 2.2280 3.3062 -1.7914 -0.47 0.07 0.13
H 3.6588 -1.6453 -1.0520 0.05 -0.27 -0.10
H 0.3700 0.7734 -5.0767 0.05 -0.23 0.19
H 1.1961 3.4478 2.8821 -0.31 -0.20 0.01
H -1.1936 1.6872 5.6655 -0.35 0.15 0.12
H 2.0727 -2.0254 6.2183 -0.29 0.41 -0.34
H -3.6489 -5.9085 2.6540 -0.10 -0.14 -0.02
```
Forces are in eV/Å.

Computed properties:
LUMO: 2.3 eV
Max |F|: 0.043 Eh/bohr
Charge: -1
Energy: -102672.217 eV
HOMO-LUMO gap: 8.51 eV

***

(2)
ORCA calculation (ωB97M-V with the def2-TZVPD basis set) on 13 unconnected molecules or ions with the total composition C38H108N6O13 at a distorted geometry.

XYZ file:
```
165
Properties=species:S:1:pos:R:3:forces:R:3
O -5.5428 10.3639 11.5757 -2.88 -0.82 -0.60
O 5.5203 9.1859 18.1162 0.47 0.69 -0.83
O 4.4077 3.1735 20.0127 0.13 0.42 -0.29
O 1.0098 2.7447 18.3111 0.09 0.39 1.02
O 7.2312 4.8597 14.3048 -0.43 -0.93 0.35
O 2.6894 8.6954 21.9934 -0.50 -0.37 -0.73
O -0.2974 7.9842 15.2471 1.13 -1.01 0.45
O 4.1004 10.6215 13.8231 0.57 -0.36 0.73
O -2.9601 12.5110 16.4651 0.93 -1.21 0.28
O -0.7320 1.8173 13.6907 -0.47 -0.47 1.59
O -3.1989 5.5941 18.7134 0.99 -1.33 0.66
O -2.1377 7.6204 20.4009 0.62 0.10 0.16
O 1.4054 6.6625 11.6185 -1.09 -1.41 0.20
N -5.0332 14.7334 18.4929 -0.88 -0.60 0.69
N 7.9779 10.9181 18.0326 0.65 -0.19 -0.62
N 3.5334 2.7262 17.1205 -0.28 0.26 -0.71
N 3.7913 3.5638 14.0899 -0.38 -0.27 -0.90
N 0.9923 4.0357 13.2119 0.24 0.69 0.15
N 1.6374 5.1750 16.7336 -3.80 -0.74 -1.28
C 0.7957 7.1093 15.4652 0.13 0.67 -0.02
C -2.6537 11.1234 16.5960 -0.14 -0.21 -1.01
C 1.7424 5.2977 11.2099 0.46 0.98 0.39
C -3.4782 12.9804 17.6869 -0.77 1.49 -1.15
C 3.4713 10.6361 20.7769 -0.73 0.39 0.05
C 0.5050 6.9259 17.9622 -0.25 0.30 0.79
C -3.1959 15.5697 17.2667 0.67 -1.21 -0.48
C 2.9637 9.9914 14.3788 -1.76 1.10 -1.04
C 4.8685 4.5114 13.9838 -0.04 1.58 2.85
C -0.9047 2.0970 15.1088 -0.44 0.87 -1.47
C -0.9812 7.7181 14.0342 -0.66 0.95 0.01
C 1.7294 1.4863 18.1885 -0.07 -0.01 -1.45
C 4.5514 8.4714 17.3873 0.08 -0.30 1.02
C 0.5597 6.1479 16.6663 2.54 1.97 0.01
C 4.5322 5.6267 15.0342 0.08 0.03 -0.64
C 2.4815 9.4585 20.7983 1.11 0.85 0.62
C -4.1529 14.3570 17.4358 0.76 1.20 -0.41
C 2.1608 7.7238 11.0853 0.12 -0.74 -0.18
C 8.5261 4.2896 14.4438 0.00 -0.70 0.07
C 3.5146 0.3750 16.6875 0.82 -1.52 0.35
C 4.6381 4.5575 19.6653 0.41 -0.08 0.71
C -0.7102 4.5853 11.5668 0.10 0.37 -0.65
C 6.6665 11.3553 18.4307 -1.32 -0.53 -0.09
C -4.3674 11.0175 11.6302 1.78 1.17 -0.20
C -3.7073 10.5395 12.8390 1.91 -1.09 2.10
C 5.5928 10.5320 17.6515 -0.50 1.46 0.86
C -3.6819 6.4782 16.5056 -0.97 0.59 1.71
C 0.4298 2.9156 19.6474 0.06 -1.03 -0.27
C 1.7383 10.9613 14.1525 1.12 -1.65 1.34
C -3.4781 9.6387 20.1195 0.50 -0.61 -0.70
C 0.7924 4.2575 11.7963 -2.13 0.03 -0.39
C -1.9466 3.2432 15.2601 0.19 -0.72 0.72
C -4.1046 6.3977 18.0492 0.85 -0.10 -2.25
C -2.0882 8.9390 19.8462 -1.81 0.54 0.14
C 2.6460 1.5680 16.9258 -0.41 0.47 0.64
C 6.1774 3.8567 14.3893 1.03 0.96 -1.49
C 3.3213 5.3205 19.8807 1.66 -0.77 -0.24
C 6.5343 12.8975 18.3044 -0.10 -1.37 -0.44
H 0.9704 3.2605 11.3933 0.24 0.23 -0.84
H -1.5745 4.2173 14.9429 0.32 -0.06 -0.35
H 4.6387 11.0260 17.8353 -0.54 -0.02 0.22
H 1.7705 8.6329 11.5428 0.04 0.03 -0.20
H 4.5106 10.3454 20.9302 -0.08 -0.39 -0.16
H 2.9737 3.5648 17.1799 0.19 -0.08 0.04
H 9.3398 5.0066 14.3341 -0.50 0.37 -0.11
H 6.5079 11.0715 19.4711 0.11 0.03 0.22
H -1.3928 3.7622 11.7782 0.37 -0.26 0.03
H -2.7050 13.1294 18.4406 0.17 -0.40 0.30
H 4.4376 5.2583 16.0556 0.43 -0.42 0.10
H 3.0225 -0.4946 16.2519 -0.49 0.05 0.32
H -4.5076 14.7474 19.3553 0.02 0.19 0.37
H -1.7558 8.4846 14.0132 -0.14 -0.14 -0.17
H 7.9080 9.9314 17.8286 0.18 -0.63 0.66
H 2.3814 1.2789 19.0370 -0.19 0.20 0.33
H 7.4676 13.3133 18.6842 -0.21 0.23 -0.06
H -5.1000 5.9538 18.0697 -0.15 0.28 0.42
H 1.6254 4.5877 15.9119 1.12 0.29 -1.65
H 1.2043 6.6596 14.5603 -0.79 -0.61 -0.34
H -0.3366 7.8891 13.1720 0.10 -0.39 -0.06
H -6.0459 10.7056 10.8330 -0.30 -0.13 -0.03
H 2.0692 7.7359 9.9993 -0.07 0.30 -0.12
H -4.3270 9.0115 19.8474 0.25 -0.48 0.00
H 1.9607 3.7500 13.2344 0.41 -0.17 0.93
H 0.8574 10.4256 14.5062 -0.41 0.00 -0.57
H -4.0919 10.9948 13.7517 -0.10 0.22 -0.09
H 3.9336 10.6318 12.8778 0.24 0.16 -0.12
H 3.5511 6.0565 14.8319 -0.11 0.24 -0.44
H -2.3129 15.1833 16.7578 0.21 0.34 -0.26
H 5.0914 4.6395 18.6774 -0.66 -0.23 -0.55
H 8.6643 3.7969 15.4061 -0.18 0.12 0.38
H 3.2177 7.6075 11.3255 0.27 0.08 0.12
H 2.7356 5.1656 11.6390 0.34 -0.52 -0.18
H -3.7803 9.4679 13.0245 -0.41 -0.24 -0.44
H -3.6571 10.5181 19.5008 0.48 0.34 0.28
H 4.6612 8.4590 16.3030 0.48 0.03 -0.07
H 3.8923 2.6492 18.0614 0.56 -0.15 0.28
H -2.6277 10.6891 12.8297 0.13 0.48 -0.06
H -1.8490 8.7873 18.7937 -0.44 0.21 -0.17
H -0.3952 5.6295 16.5788 -0.43 -0.90 -0.37
H -3.6096 9.8451 21.1817 0.25 0.25 -0.07
H -3.0989 5.6452 16.1125 -0.11 -0.16 0.46
H 2.0216 1.6202 16.0339 -0.12 0.80 -0.07
H 3.2490 11.3646 21.5566 -0.12 -0.03 0.03
H -0.2121 3.7886 19.7652 0.28 0.22 -0.70
H -2.8481 15.9895 18.2106 -0.19 -0.20 0.24
H 1.8032 5.1536 10.1311 -0.12 0.46 -0.21
H -4.4347 12.0933 11.7924 -0.42 0.42 -0.51
H 4.9445 5.0261 13.0259 -0.01 -0.45 -0.23
H 1.0115 4.9909 13.5394 -0.03 0.24 0.76
H -1.7320 7.6052 21.2708 -0.05 0.07 0.13
H 0.2682 6.2641 18.7952 -0.26 0.10 0.05
H -0.8929 4.9007 10.5396 0.09 -0.18 -0.20
H 1.6811 7.6949 15.7127 -0.04 0.47 0.67
H -0.2222 7.7352 17.8968 -0.20 -0.33 -0.06
H 5.4674 4.9491 20.2544 -0.23 0.14 0.55
H 4.3512 0.5170 16.0034 -0.16 0.76 -0.14
H 4.6203 7.4718 17.8165 -0.25 -0.24 -0.40
H 1.1888 2.9247 20.4297 0.32 0.14 -0.20
H 3.4876 8.1711 21.8958 0.16 0.06 0.00
H 6.1330 3.3236 15.3391 -0.06 0.39 0.41
H 3.0345 9.7319 15.4351 0.63 0.35 -0.06
H 8.0911 11.2265 17.0776 0.41 0.74 -0.32
H 1.8379 11.7846 14.8599 0.16 0.41 -0.58
H -2.8630 3.0467 14.7036 0.13 -0.18 -0.10
H 5.6889 10.6035 16.5681 0.57 -0.27 -0.27
H 3.4850 6.3489 19.5585 -0.53 0.06 -0.07
H 5.6595 13.3011 18.8144 0.15 -0.10 0.20
H -4.6426 6.5126 15.9918 0.32 0.37 -0.59
H -4.0247 7.3985 18.4736 -0.73 0.06 -0.15
H -1.4724 6.7450 14.0311 0.19 -0.19 -0.07
H 4.0026 2.7531 13.5258 -0.09 -0.38 -0.06
H 2.7765 9.0716 13.8247 -0.10 -0.38 0.06
H -0.2092 2.0580 19.8579 -0.08 -0.12 -0.09
H -2.0767 10.8249 17.4712 0.25 0.52 0.23
H -4.2504 12.2637 17.9667 -0.15 0.05 0.67
H -2.8326 6.0586 19.4695 -0.02 0.27 0.18
H -1.1506 1.1839 15.6509 -0.30 0.05 -0.22
H 1.7540 11.2139 13.0923 -0.52 0.34 0.24
H 6.3248 3.0886 13.6301 0.54 -0.30 -0.20
H 1.4351 9.7626 20.8211 0.10 0.25 0.07
H 3.1022 5.2650 20.9470 -0.33 0.15 -0.14
H -3.5442 10.4949 16.6005 -0.56 0.17 0.26
H 8.6855 3.4929 13.7172 -0.04 0.01 -0.37
H 0.0679 2.4313 15.4699 0.13 0.13 0.38
H -2.1336 10.7712 15.7052 0.32 0.39 -0.04
H 0.9895 0.6985 18.0469 -0.05 -0.16 0.28
H 1.4423 7.4178 18.2223 0.28 -0.16 -0.36
H 3.3951 11.1406 19.8137 0.10 0.14 -0.06
H -5.6763 13.9590 18.5755 -0.62 0.07 0.47
H -4.7705 14.3114 16.5388 0.17 -0.37 -0.21
H 3.7292 3.2608 15.0514 0.18 -0.32 0.30
H -1.3048 9.5923 20.2304 0.22 -0.35 0.38
H -1.0926 5.4265 12.1451 0.47 0.10 0.33
H -3.1106 7.4034 16.4302 -0.02 0.02 -0.61
H -0.2889 2.6303 13.4374 0.50 0.38 -0.61
H -3.6180 16.3909 16.6874 -0.18 -0.25 0.02
H 2.6399 8.9646 19.8396 -0.03 -0.92 0.13
H -3.7801 10.8446 10.7284 0.31 -0.01 -0.14
H 5.2822 6.4173 15.0094 -0.06 -0.03 0.08
H -2.2372 3.3727 16.3027 -0.04 -0.08 0.23
H 1.4417 4.4283 17.3849 0.48 -0.45 2.38
H 4.0087 0.0511 17.6035 -0.08 -0.12 0.24
H 6.4033 13.1195 17.2454 0.25 0.32 -0.11
H 3.5671 8.8868 17.6036 -0.42 0.07 0.03
H 2.6075 4.7367 19.2994 -0.48 0.50 0.09
H 4.9990 2.9433 20.7331 0.01 -0.13 -0.02
```
Forces are in eV/Å.

Computed properties:
LUMO (alpha / beta): -1.7 / -8.0 eV
<S²>: 0.7545
Max |F|: 0.079 Eh/bohr
Charge: +1
Spin multiplicity: 2
Energy: -76700.115 eV
HOMO-LUMO gap (alpha / beta): 9.21 / 2.92 eV